Record 1
18
Properties=species:S:1:pos:R:3:forces:R:3 method="wB97M-V/def2-TZVPD" lumo_energy_ev=1.154 smiles=CCCOCC relative_energy_ev=1.784 homo_lumo_gap_ev=10.66
C 2.70992 -0.32207 -0.32013 0.043 0.420 -0.126
C 1.44722 -0.92318 0.22780 0.248 -0.210 -0.134
C 0.37241 0.12563 0.44051 0.205 0.380 -0.541
O -0.79876 -0.52976 0.79784 -0.151 0.265 0.869
C -1.83796 0.38706 0.72714 -1.021 0.261 -2.092
C -2.37361 0.45381 -0.85543 -0.654 -0.422 1.547
H 3.49738 -1.07262 -0.47913 -0.185 0.389 0.103
H 3.01928 0.45513 0.38159 0.500 -0.004 -0.190
H 2.44815 0.15664 -1.26456 0.407 0.074 -0.144
H 1.70533 -1.43847 1.15869 -0.457 0.083 0.072
H 1.11521 -1.68361 -0.48127 -0.398 0.005 0.138
H 0.60437 0.84916 1.24259 0.426 -0.180 -0.171
H 0.08980 0.75688 -0.45704 1.024 -0.686 0.391
H -1.66198 1.46118 0.94847 0.836 -0.666 0.482
H -2.55966 0.01681 1.49836 -0.214 0.392 -1.345
H -3.05801 1.30586 -0.81699 -0.340 -0.326 -0.415
H -2.88846 -0.49854 -0.89115 -0.684 0.031 -0.442
H -1.83063 0.50009 -1.85729 0.413 0.194 1.998

Record 2
18
Properties=species:S:1:pos:R:3:forces:R:3 method="wB97M-V/def2-TZVPD" lumo_energy_ev=0.833 smiles=C1CCCC1.O relative_energy_ev=0.578 homo_lumo_gap_ev=11.50
C -0.55085 -0.72672 1.49845 -0.405 -0.105 0.858
C -0.98465 -0.63097 0.03706 -0.711 0.513 -0.052
C 0.83500 -1.38404 1.42903 -0.053 -0.015 1.529
C 0.30676 -0.20690 -0.61306 -0.217 0.391 -2.085
C 1.39295 -0.97489 0.07873 1.261 -1.131 -0.083
H -1.23568 -1.28864 2.16231 0.202 0.356 -0.361
H -0.36291 0.25914 1.96557 -0.574 -0.184 -0.450
H -1.69875 0.16450 -0.25060 -0.180 -0.586 0.688
H -1.38038 -1.59222 -0.34349 0.317 0.315 0.242
H 0.75668 -2.47415 1.60500 0.227 0.477 -0.306
H 1.44427 -0.95398 2.24712 -0.157 -0.501 -0.272
H 0.31246 0.90006 -0.60664 0.595 -0.528 0.168
H 0.30664 -0.53735 -1.66960 -0.040 0.630 0.232
H 2.38876 -0.50605 0.19699 -0.595 -0.021 -0.369
H 1.52389 -1.89658 -0.52026 0.328 0.406 0.247
O -0.87674 3.64468 -2.18647 -0.434 0.925 -0.661
H -1.14502 3.63191 -3.13311 0.282 0.050 1.025
H -1.03243 4.57217 -1.89702 0.154 -0.993 -0.351

Record 3
18
Properties=species:S:1:pos:R:3:forces:R:3 method="wB97M-V/def2-TZVPD" lumo_energy_ev=1.046 relative_energy_ev=3.745 homo_lumo_gap_ev=9.14
C -1.98412 1.04469 -0.73062 -0.040 0.075 0.000
C -1.27847 -0.30678 -0.84431 -0.005 0.003 -0.068
C -0.68674 -0.74810 0.48179 -0.091 -0.331 -0.037
C 0.54135 -1.44195 0.55803 -0.269 -0.091 -0.059
O 1.47220 -0.00491 1.27452 -0.170 0.244 -0.023
C 2.35309 0.63968 0.38014 0.203 0.135 -0.113
H -2.76869 1.00065 0.03388 0.107 0.030 -0.105
H -2.45083 1.35536 -1.67223 0.075 -0.091 0.117
H -1.27311 1.82256 -0.42864 -0.109 -0.092 -0.034
H -0.48708 -0.24682 -1.60665 -0.119 -0.016 0.157
H -1.99843 -1.05556 -1.20810 0.119 0.123 0.028
H 0.28276 0.19303 1.03580 0.406 -0.109 0.092
H -1.41157 -0.97982 1.26419 0.100 0.050 -0.101
H 0.75205 -2.12216 1.37870 -0.021 0.119 -0.135
H 1.14264 -1.59905 -0.33838 -0.090 0.040 0.148
H 2.59370 1.64391 0.74729 -0.025 -0.148 -0.054
H 1.91534 0.73621 -0.63016 0.049 -0.042 0.203
H 3.28591 0.06907 0.30473 -0.122 0.101 -0.015

Record 4
18
Properties=species:S:1:pos:R:3:forces:R:3 method="wB97M-V/def2-TZVPD" lumo_energy_ev=0.921 relative_energy_ev=4.560 homo_lumo_gap_ev=7.97
C 2.21074 -0.06418 0.35277 0.015 -0.033 0.037
C 0.90177 0.63570 0.03354 0.100 0.131 -0.105
O -0.24102 -0.18554 0.33930 -0.226 0.019 -0.031
C -1.71074 0.21615 -0.49683 0.236 0.077 -0.260
C -1.55234 -0.55488 -1.78375 -0.027 -0.119 -0.085
C -0.61197 -0.18393 1.72390 0.055 -0.049 0.257
H 2.30504 -0.99310 -0.21700 -0.061 0.124 0.083
H 2.31356 -0.29496 1.41765 -0.042 0.037 -0.151
H 3.04292 0.59080 0.07664 -0.101 -0.057 0.021
H 0.80101 1.58985 0.56942 0.003 -0.153 -0.085
H 0.82069 0.82736 -1.03815 0.026 0.005 0.125
H -1.41526 1.26618 -0.70485 -0.091 -0.149 0.069
H -2.42014 -0.25161 -2.38772 0.109 -0.029 0.065
H -1.64533 -1.63681 -1.63213 0.004 0.156 -0.006
H -0.65732 -0.37401 -2.40987 -0.090 0.034 0.159
H 0.29447 -0.20814 2.33890 -0.161 -0.022 -0.083
H -1.21292 -1.07760 1.88339 0.069 0.145 0.006
H -1.22316 0.69870 1.93480 0.181 -0.119 -0.017

Record 5
18
Properties=species:S:1:pos:R:3:forces:R:3 method="wB97M-V/def2-TZVPD" lumo_energy_ev=0.929 smiles=CC(C)[C@@H](C)O relative_energy_ev=0.480 homo_lumo_gap_ev=11.14
C -1.39865 1.34434 -0.29388 0.121 0.016 0.142
C -0.61224 0.15820 0.36346 -0.121 0.241 -0.048
C -1.25124 -1.17312 -0.07067 -0.222 0.110 -0.188
C 0.86353 0.28640 -0.03947 -0.070 0.180 0.322
C 1.87479 -0.52738 0.76385 -0.038 -0.040 0.026
O 0.93331 -0.06300 -1.41759 0.268 0.097 -0.170
H -1.29915 2.26655 0.28643 0.153 -0.058 -0.044
H -1.02690 1.54279 -1.30867 0.023 -0.150 0.249
H -2.48070 1.16774 -0.40214 0.370 -0.175 0.271
H -0.68238 0.25053 1.45524 0.112 0.093 -0.180
H -0.63385 -1.81381 -0.70704 0.091 0.229 0.229
H -1.69003 -1.77829 0.73175 0.252 0.263 -0.029
H -2.05620 -0.79470 -0.68013 -0.568 -0.790 -0.417
H 1.10938 1.35218 0.08641 0.110 -0.060 -0.072
H 2.89219 -0.28599 0.42349 -0.197 -0.068 0.057
H 1.72631 -1.60397 0.62989 -0.085 0.139 0.015
H 1.82858 -0.29276 1.83282 -0.062 -0.009 -0.146
H 1.84678 0.04639 -1.70639 -0.138 -0.018 -0.016

Record 6
18
Properties=species:S:1:pos:R:3:forces:R:3 method="wB97M-V/def2-TZVPD" lumo_energy_ev=0.925 smiles=CC[C@@H](C)CO relative_energy_ev=0.438 homo_lumo_gap_ev=11.03
C -1.61363 -1.17307 0.46733 0.005 -0.037 -0.049
C -0.95658 0.19463 0.67394 -0.011 0.034 0.118
C 0.07797 0.70104 -0.36248 -0.014 -0.016 0.004
C 1.11843 1.56714 0.35611 0.041 0.064 -0.003
C 0.78417 -0.38907 -1.16865 -0.240 0.189 -0.218
O 1.71746 -1.12168 -0.38928 -0.003 -0.291 0.100
H -0.87818 -1.96966 0.30223 -0.104 0.128 0.031
H -2.32219 -1.19366 -0.36812 0.156 0.050 0.048
H -2.16802 -1.44137 1.37375 0.026 0.024 -0.186
H -1.75220 0.94672 0.75044 0.138 -0.069 0.063
H -0.47126 0.17951 1.65652 -0.006 -0.022 -0.104
H -0.44239 1.32364 -1.10651 0.040 -0.132 0.090
H 1.60224 0.97792 1.14225 -0.046 0.111 -0.132
H 1.90441 1.91414 -0.32442 -0.155 -0.009 0.044
H 0.65515 2.44440 0.82152 0.034 -0.135 -0.064
H 1.34522 0.08721 -1.98427 -0.063 -0.059 0.151
H 0.04707 -1.05623 -1.63662 0.136 0.080 0.072
H 1.35233 -1.99161 -0.20374 0.063 0.090 0.035

Record 7
18
Properties=species:S:1:pos:R:3:forces:R:3 method="wB97M-V/def2-TZVPD" lumo_energy_ev=0.911 relative_energy_ev=2.514 homo_lumo_gap_ev=9.74
C 2.00305 -0.26573 -0.79452 0.609 0.939 -0.956
C 0.87005 -0.67810 0.04568 -1.450 0.490 3.446
C -0.50946 -0.11801 -0.13999 -1.203 3.429 1.717
C -1.63148 -0.90210 0.49577 0.094 -0.238 0.255
C -0.53114 1.54504 0.81049 -0.492 -1.614 -1.270
O -0.90273 0.29285 -1.36956 -0.371 0.031 -2.001
H 1.81248 -0.48928 -1.84699 0.050 -0.016 -0.172
H 2.95587 -0.73935 -0.56691 -0.158 -0.217 0.295
H 2.17922 0.80552 -0.72851 -0.024 0.190 -0.084
H 0.67631 -0.05140 1.01027 2.882 -2.083 -0.346
H 0.86535 -1.74676 0.25556 -0.193 -0.073 -0.064
H -1.45137 -1.07070 1.55988 -0.042 -0.008 -0.056
H -1.73566 -1.87728 0.00010 0.037 0.151 0.050
H -2.56645 -0.34768 0.36897 0.183 -0.119 0.060
H -0.42469 1.48335 1.91137 0.008 -0.378 -0.529
H -1.52949 1.91989 0.57659 0.046 0.034 0.061
H 0.19666 2.28054 0.42479 -0.097 -0.622 -0.074
H -0.27651 -0.04077 -2.01301 0.121 0.104 -0.334

Record 8
18
Properties=species:S:1:pos:R:3:forces:R:3 method="wB97M-V/def2-TZVPD" lumo_energy_ev="0.977 / 0.986" relative_energy_ev=3.840 homo_lumo_gap_ev="7.96 / 8.19"
C -1.03267 -2.16737 0.34953 0.023 -0.062 -0.020
C -1.48078 -0.79008 0.85446 -0.034 0.045 -0.014
C -0.33669 0.15651 0.98199 0.239 -0.783 0.423
O -0.48045 1.37581 0.56849 -0.886 0.257 -0.325
C 0.39344 2.34122 0.55657 0.612 0.511 0.134
C 1.56644 0.52852 -1.68360 0.003 -0.080 -0.033
H -1.86834 -2.87524 0.34840 0.118 0.111 0.001
H -0.24591 -2.58347 0.98995 -0.124 0.068 -0.082
H -0.63428 -2.10490 -0.66890 -0.052 0.015 0.158
H -2.00176 -0.91913 1.81608 0.058 0.026 -0.093
H -2.21018 -0.35431 0.16183 0.085 -0.040 0.105
H 0.60621 -0.10194 1.46207 -0.135 0.001 -0.035
H 0.95418 0.17066 -0.84926 0.205 0.034 -0.250
H 1.39419 2.15150 0.92841 -0.137 0.065 -0.026
H 0.07973 3.24466 0.06007 0.009 -0.098 0.090
H 2.47837 0.99532 -1.30365 -0.117 -0.080 -0.101
H 0.99686 1.26023 -2.26113 0.118 -0.119 0.052
H 1.82163 -0.32801 -2.31134 0.016 0.129 0.015

Record 9
18
Properties=species:S:1:pos:R:3:forces:R:3 method="wB97M-V/def2-TZVPD" lumo_energy_ev=1.174 smiles=CCOC(C)C relative_energy_ev=0.405 homo_lumo_gap_ev=10.84
C -0.18000 -2.47596 1.07668 -0.008 -0.017 0.099
C -0.18824 -1.46822 -0.05238 0.051 -0.247 -0.188
O -0.19490 -0.17839 0.51066 -0.028 -0.008 0.162
C -0.16993 0.87793 -0.43512 0.111 0.042 -0.131
C -0.80135 2.08007 0.24168 -0.016 0.050 -0.017
C 1.25629 1.15687 -0.90675 -0.013 0.047 -0.070
H -1.03302 -2.30198 1.73789 0.062 -0.049 -0.076
H 0.73193 -2.37218 1.67069 -0.084 -0.028 -0.068
H -0.23504 -3.49918 0.69220 0.014 0.146 0.024
H 0.69379 -1.61189 -0.69397 -0.052 0.010 0.058
H -1.07417 -1.60955 -0.69507 0.077 0.070 0.121
H -0.78110 0.58097 -1.30352 0.026 0.065 0.090
H -0.91474 2.90620 -0.46651 0.025 -0.063 0.095
H -0.17654 2.41655 1.07729 -0.104 -0.069 -0.127
H -1.78552 1.80594 0.63128 0.108 0.088 -0.051
H 1.73445 0.24926 -1.28751 -0.065 0.117 0.038
H 1.86292 1.54691 -0.08270 -0.103 -0.074 -0.070
H 1.25516 1.89666 -1.71483 -0.001 -0.080 0.112

Record 10
18
Properties=species:S:1:pos:R:3:forces:R:3 method="wB97M-V/def2-TZVPD" lumo_energy_ev=1.066 smiles=CCC(O)CC relative_energy_ev=0.206 homo_lumo_gap_ev=11.23
C -2.53882 -0.11393 0.20223 -0.045 0.024 0.045
C -1.24336 -0.00961 -0.59581 0.016 -0.058 -0.024
C 0.00999 0.16782 0.27142 0.026 0.204 -0.223
O -0.03097 -0.59988 1.46875 -0.018 -0.262 -0.019
C 1.28429 -0.14653 -0.52144 -0.043 0.013 -0.051
C 2.52797 0.51719 0.06106 0.036 0.022 0.049
H -3.39197 -0.30029 -0.45846 0.120 0.065 0.100
H -2.48475 -0.92858 0.93011 -0.047 0.102 -0.122
H -2.73204 0.80444 0.76595 0.013 -0.085 -0.072
H -1.12123 -0.90289 -1.22600 -0.005 0.053 0.111
H -1.29083 0.84425 -1.28589 0.017 -0.176 0.076
H 0.04417 1.20475 0.63202 0.008 -0.113 -0.079
H -0.10904 -1.53081 1.21768 0.054 0.144 0.091
H 1.39606 -1.24211 -0.52948 0.002 0.176 -0.011
H 1.15514 0.15077 -1.56960 -0.022 0.016 0.124
H 3.44892 0.13493 -0.39172 -0.147 0.028 0.079
H 2.50194 1.59915 -0.11262 -0.016 -0.140 0.055
H 2.57453 0.35132 1.14179 0.052 -0.012 -0.128